Version P
# C4H12N3

An isolated ion of composition C4H12N3 and charge +1 (wB97M-V/def2-TZVPD, the Open Molecules 2025 dataset).

```
19
C4H12N3 (wB97M-V/def2-TZVPD)
C 2.160 0.110 0.277
C 1.245 -0.282 1.474
C -0.068 -0.897 0.934
N -1.063 0.077 0.467
C -1.283 0.418 -0.788
N -0.714 -0.217 -1.878
N -2.198 1.308 -1.202
H 2.751 0.919 0.745
H 1.512 0.469 -0.532
H 2.949 -0.567 -0.033
H 1.821 -1.121 1.899
H 1.022 0.460 2.210
H 0.038 -1.752 0.209
H -0.522 -1.307 1.848
H -1.422 0.547 1.288
H 0.269 -0.472 -1.897
H -1.336 -0.891 -2.299
H -2.211 1.599 -2.162
H -2.950 1.598 -0.560
```

Computed properties:
SMILES: CCCNC(N)=[NH2+]
Gap between HOMO and LUMO, eV: 11.3
E_HOMO, eV: -14.56
Net charge: +1
LUMO, Eh: -0.1181

Mulliken analysis output, partial charges in e: atom 1 (C): -0.942, atom 2 (C): -0.333, atom 3 (C): -0.895, atom 4 (N): -0.062, atom 5 (C): 0.639, atom 6 (N): -0.493, atom 7 (N): -0.365, atom 8 (H): 0.287, atom 9 (H): 0.201, atom 10 (H): 0.328, atom 11 (H): 0.281, atom 12 (H): 0.420, atom 13 (H): 0.358, atom 14 (H): 0.305, atom 15 (H): 0.260, atom 16 (H): 0.265, atom 17 (H): 0.243, atom 18 (H): 0.265, atom 19 (H): 0.239

***

Version Q
# C4H12N3

An isolated ion of composition C4H12N3 and charge +1 (wB97M-V/def2-TZVPD, the Open Molecules 2025 dataset).

```
19
C4H12N3 (wB97M-V/def2-TZVPD)
C 2.374 0.017 -0.178
C 0.842 0.002 -0.358
N 0.157 -1.246 0.121
C 0.097 1.205 0.340
N -1.253 1.047 -0.043
C -2.077 0.075 0.388
N -2.989 -0.450 -0.298
H 2.790 -1.026 -0.039
H 2.741 0.566 0.735
H 2.736 0.624 -0.937
H 0.664 0.176 -1.482
H 0.441 -1.987 -0.573
H 0.580 -1.435 1.011
H 0.301 1.294 1.422
H 0.522 2.124 -0.030
H -1.280 1.212 -1.105
H -2.039 -0.190 1.401
H -3.213 -0.057 -1.316
H -3.843 -0.867 0.059
```

Computed properties:
SMILES: C[C@@H](N)CNC=[NH2+]
Gap between HOMO and LUMO, eV: 10.9
E_HOMO, eV: -13.90
Net charge: +1
LUMO, Eh: -0.1119

Mulliken analysis output, partial charges in e: atom 1 (C): -1.389, atom 2 (C): 0.441, atom 3 (N): -0.592, atom 4 (C): -1.064, atom 5 (N): -0.228, atom 6 (C): 0.188, atom 7 (N): -0.314, atom 8 (H): 0.346, atom 9 (H): 0.322, atom 10 (H): 0.414, atom 11 (H): 0.319, atom 12 (H): 0.287, atom 13 (H): 0.248, atom 14 (H): 0.351, atom 15 (H): 0.379, atom 16 (H): 0.310, atom 17 (H): 0.413, atom 18 (H): 0.276, atom 19 (H): 0.293

***

Version R
# C4H12N3

An isolated ion of composition C4H12N3 and charge +1 (wB97M-V/def2-TZVPD, the Open Molecules 2025 dataset).

```
19
C4H12N3 (wB97M-V/def2-TZVPD)
H 1.529 -1.496 1.524
N 1.315 -0.800 0.833
C 1.624 -1.215 -0.355
N 0.673 -1.513 -1.238
C -0.294 -0.423 -1.277
C -1.272 -0.305 -0.154
C -1.342 0.945 0.870
N 0.066 1.541 0.827
H 2.700 -1.157 -0.552
H 0.942 -1.683 -2.147
H 0.356 0.491 -1.093
H -0.594 -0.134 -2.294
H -2.184 -0.328 -0.693
H -1.022 -1.130 0.590
H -2.009 1.735 0.613
H -1.434 0.626 1.919
H 0.595 0.732 1.291
H 0.051 2.356 1.453
H 0.300 1.760 -0.116
```

Computed properties:
SMILES: [H]/N=C/NCCC[NH3+]
Gap between HOMO and LUMO, eV: 9.2
E_HOMO, eV: -12.63
Net charge: +1
LUMO, Eh: -0.1255

Mulliken analysis output, partial charges in e: atom 1 (H): 0.177, atom 2 (N): -0.621, atom 3 (C): -0.022, atom 4 (N): -0.192, atom 5 (C): -0.777, atom 6 (C): -0.344, atom 7 (C): -0.739, atom 8 (N): -0.205, atom 9 (H): 0.350, atom 10 (H): 0.269, atom 11 (H): 0.224, atom 12 (H): 0.426, atom 13 (H): 0.420, atom 14 (H): 0.306, atom 15 (H): 0.393, atom 16 (H): 0.361, atom 17 (H): 0.321, atom 18 (H): 0.391, atom 19 (H): 0.263

***

Version S
# C4H12N3

A 2-piece molecular cluster, C4H12N3 overall (wB97M-V/def2-TZVPD, the Open Molecules 2025 dataset).

```
19
C4H12N3 (wB97M-V/def2-TZVPD)
C 1.451 -1.202 2.070
C 2.252 -0.511 2.928
N 0.177 -0.748 1.648
H 1.845 -2.030 1.413
H 3.259 -0.817 3.004
H 1.834 0.283 3.556
H -0.115 0.025 2.254
H 0.193 -0.420 0.294
H -0.572 -1.501 1.636
C -2.136 0.859 -2.842
N 0.111 -0.100 -0.869
C -0.473 1.275 -1.002
N -1.493 1.610 -1.684
H -1.681 1.249 -3.755
H -3.195 1.156 -2.864
H -2.143 -0.224 -2.797
H 1.060 -0.080 -1.257
H -0.445 -0.818 -1.380
H 0.070 1.994 -0.354
```

Computed properties:
Gap between HOMO and LUMO, eV: 10.3
E_HOMO, eV: -13.49
Net charge: +1
LUMO, Eh: -0.1170

Mulliken analysis output, partial charges in e: atom 1 (C): 0.039, atom 2 (C): -0.747, atom 3 (N): -0.620, atom 4 (H): 0.325, atom 5 (H): 0.270, atom 6 (H): 0.224, atom 7 (H): 0.283, atom 8 (H): 0.402, atom 9 (H): 0.341, atom 10 (C): -0.698, atom 11 (N): -0.421, atom 12 (C): -0.008, atom 13 (N): -0.320, atom 14 (H): 0.294, atom 15 (H): 0.258, atom 16 (H): 0.292, atom 17 (H): 0.348, atom 18 (H): 0.354, atom 19 (H): 0.383

***

Least stable: version R